[1]
Density functional theory data (ωB97M-V/def2-TZVPD) for a cluster of 21 separate species, C40H122N4O40 in total at a distorted geometry.

Geometry as ORCA input:
```
! wB97M-V def2-TZVPD RIJCOSX def2/J DEFGRID3
* xyz 0 1
H 3.818 3.205 0.184
C -2.025 -4.858 3.805
H -5.003 3.736 -4.495
H -1.908 5.617 -1.094
H -4.252 1.264 6.062
H 5.681 6.331 -0.080
H 5.718 5.061 1.542
H -4.966 0.604 -0.465
H 2.926 -1.594 3.225
H -5.069 -5.218 -4.136
H 0.955 1.021 1.051
H -2.628 -1.766 0.186
O -3.591 -3.178 -2.978
H 1.363 6.719 -2.486
H 1.126 0.566 -8.891
H 4.456 1.293 2.128
O -6.482 0.227 2.014
H 6.213 0.147 1.064
O 1.742 1.273 -8.683
H -6.085 -0.586 1.693
H -6.649 4.708 -0.926
H -3.191 2.790 1.506
C -4.608 -2.369 0.116
C -3.771 3.428 3.245
H 0.831 -6.717 3.282
H 2.831 -1.642 -2.720
H 3.056 -7.414 2.383
O 1.323 6.714 -1.527
H 3.320 4.791 -2.482
C 2.803 0.668 -8.035
H 6.901 -5.607 0.340
C 3.090 -2.564 -3.240
C -0.109 6.762 -1.135
H 4.671 -2.772 -2.087
H -5.055 5.224 3.413
H 1.370 -0.671 5.234
O -0.640 5.555 2.110
H 2.041 -4.322 -3.923
C -0.865 5.370 -1.291
H -3.052 -3.970 -2.914
H 3.603 5.377 -4.576
H 0.679 2.264 -0.840
O 6.407 -0.121 0.163
H -2.488 -2.834 4.230
H 0.021 7.090 -0.104
O -4.991 0.728 5.766
H -2.249 2.612 -1.731
H 2.804 -0.409 -8.203
H 4.630 -1.949 3.039
O -0.118 -1.688 3.675
H -0.666 7.488 -1.727
C -5.493 -4.219 -4.243
H -6.300 5.308 -2.896
C 5.599 4.453 0.645
H 5.245 -3.646 0.762
C 1.755 4.022 -3.754
H 1.222 -3.535 -2.624
H 6.434 -1.264 -3.418
H -6.205 2.222 1.768
C 4.345 0.112 3.624
O 5.757 5.457 -0.471
H 1.612 -6.439 -0.163
H -4.870 -1.989 3.969
H -3.947 0.159 4.101
O -0.262 2.960 3.535
C 2.033 -4.943 4.067
H 4.418 0.100 -0.288
H 0.843 1.070 -2.732
H -6.964 1.342 0.386
H -4.466 2.926 -2.977
H -1.114 -4.228 0.834
O 3.930 -3.249 -2.469
H 3.771 0.994 -8.416
C 3.230 4.076 -3.300
H 5.036 -4.424 2.359
H 6.384 3.696 0.624
H 3.532 0.689 4.065
O 4.690 0.373 2.272
C 0.636 5.135 2.721
C 1.854 -6.422 3.516
C -4.289 -0.310 5.024
O 3.788 -1.848 4.963
H -4.213 0.496 1.091
H 5.033 -1.607 -0.450
H 1.682 3.221 3.056
O -1.836 1.780 -1.973
H -4.924 -3.360 -1.629
C -6.126 4.264 -2.637
H -0.820 6.477 2.307
H 3.578 -5.197 5.109
H 2.214 -7.147 4.245
O 0.666 0.963 -3.670
C 0.669 -4.574 0.090
H 1.404 -4.908 4.956
O -2.778 2.962 2.355
H -3.601 -3.501 2.974
O 4.064 4.577 -4.315
C 1.260 -5.628 -0.800
H 2.507 1.862 -6.034
H -1.101 3.002 3.072
H -3.714 -3.317 -5.040
O -0.490 -4.953 0.905
O 1.244 5.270 -4.257
C -4.246 4.795 2.822
C -4.376 -3.141 -4.193
H 6.049 0.646 -2.230
O 3.312 -4.560 4.443
H 3.625 -2.330 -4.160
N -3.472 -1.918 -0.347
H -5.893 -3.810 -0.161
H 4.612 -0.169 -2.634
H -7.043 3.708 -2.829
H 0.618 3.205 1.692
O -5.693 -2.233 5.794
C -0.135 -0.588 3.952
H -3.366 4.914 -3.946
C 5.532 -0.299 -2.064
O -5.110 -2.059 1.170
H -1.351 0.559 -0.829
H 7.029 -6.328 2.916
O -3.828 4.739 -3.123
N -0.796 0.257 3.260
H 1.162 3.700 -2.899
O 2.608 -6.565 2.354
H -0.904 -0.282 -3.463
O 4.073 3.261 2.262
C -4.836 3.848 -3.424
H -4.915 2.845 -0.284
H -2.236 -5.021 4.862
H -6.088 -1.679 6.471
C -0.742 0.726 -3.843
C 2.681 0.873 -6.458
O -4.200 2.390 0.168
O -1.916 -2.812 2.276
O 0.973 -2.652 -4.480
O 1.304 1.540 -0.911
O 4.246 -5.412 0.487
H -0.736 4.689 0.472
O -3.136 5.681 3.059
H 1.497 -2.236 -5.170
C 1.807 -3.336 -3.522
H 1.540 5.496 2.231
H -3.394 -0.517 5.610
O 6.502 -6.509 2.134
O -2.414 -5.830 2.909
C 6.550 -5.304 1.326
H -1.389 2.860 -3.635
H 0.346 -3.762 -0.562
H -4.819 -2.145 -4.228
H 1.642 -4.235 3.337
H 4.645 3.770 2.841
H 0.246 -1.109 -1.017
O -5.957 4.149 -1.285
H 3.726 3.179 -2.930
H 0.759 5.482 3.747
C 4.139 3.925 0.936
H 2.194 0.107 0.261
C -4.846 1.137 0.478
H 1.431 -4.146 0.741
C 0.737 3.622 2.691
H -0.813 4.981 -2.308
O 1.599 0.064 -6.036
C -5.327 -1.342 4.718
H -3.329 3.496 4.239
H 3.628 0.484 -6.084
O -6.541 -4.031 -3.257
H -1.733 -5.875 2.234
N 0.674 -0.062 4.830
H 0.217 -1.221 0.712
H -2.355 5.271 2.679
O -1.272 0.057 -0.015
O 0.322 -6.295 -1.701
O 6.209 -1.427 -2.499
C 3.914 -1.373 3.627
H -6.243 -0.963 4.264
O -0.521 4.343 -0.398
H 3.416 -2.730 4.899
H 1.263 5.213 -5.215
H 3.507 4.812 0.904
C 1.202 0.532 0.109
H -3.339 -2.076 -1.336
H -4.573 2.690 3.272
N -5.199 -3.274 -0.661
H -7.280 -4.618 -3.427
C -2.580 -3.479 3.356
C 5.243 -0.546 -0.591
C 5.119 -4.594 1.286
H 0.440 0.863 5.163
C -1.694 1.861 -3.325
H -0.838 0.591 -4.921
C 0.045 -0.532 -0.114
H -0.561 1.219 3.461
H 5.263 0.181 4.209
H 7.337 -4.666 1.729
H -2.686 1.729 -3.759
H 0.730 -7.150 -1.858
H 3.560 -5.683 1.101
H -1.519 -0.056 2.629
H -4.481 4.757 1.759
H -6.083 -4.146 -5.157
H 1.577 3.214 -4.464
H -1.265 -2.263 2.719
H 2.194 -5.346 -1.287
H -0.947 -4.977 3.914
C -6.183 1.327 1.146
H 1.314 0.281 -5.146
*
```

The lowest unoccupied orbital energy is -0.03 eV. For the HOMO energy, the calculation gives -8.8 eV. The calculation puts the total energy at -4825.508597 a.u. The calculation puts the frontier orbital gap at 0.321 Ha.

***

[2]
Density functional theory data (ωB97M-V/def2-TZVPD) for a structure of composition C40H16BrF15GeNSV.

Geometry as ORCA input:
```
! wB97M-V def2-TZVPD RIJCOSX def2/J DEFGRID3
* xyz 0 3
F -4.102 -1.588 -2.398
H -3.664 2.264 -2.740
C -1.926 4.356 0.004
C -5.362 2.063 4.259
C -4.863 -4.464 2.368
C -4.280 2.371 3.451
C -3.122 4.782 -0.536
C -1.975 2.420 -1.429
H -4.708 4.362 -1.927
F -6.280 1.740 0.131
C -4.967 -2.519 0.915
H 3.428 -1.843 1.580
H 1.775 2.372 1.893
F -2.915 1.904 1.626
F -3.557 3.464 3.687
C -4.882 -0.507 -2.305
V -0.927 0.981 0.920
H -3.573 5.703 -0.191
H 2.816 5.191 -2.023
C 1.331 4.014 -1.035
C -6.538 1.680 -2.175
C 0.700 0.396 5.533
C -6.121 0.940 3.982
F -3.549 -2.585 2.788
C -6.375 -4.453 0.510
F -7.170 0.645 4.742
F -5.672 2.846 5.284
F -6.234 -6.322 1.927
C -5.829 -5.099 1.605
C 2.597 4.566 -1.167
C 2.560 -1.019 4.744
H 1.036 0.246 6.552
Ge -4.262 -0.731 0.524
F -6.516 -2.589 -0.872
Br 1.224 -0.386 0.329
C -4.701 0.402 2.080
C 0.971 -0.039 3.147
C 2.022 2.970 1.024
C -3.766 4.023 -1.515
C -0.178 0.758 2.850
S -2.117 -0.978 0.226
C -3.976 1.528 2.401
C -5.940 -3.178 0.186
C -5.423 0.002 -3.471
C 1.414 -0.230 4.481
C 1.034 3.202 0.062
C -5.788 0.144 2.899
C -1.347 3.158 -0.432
F -5.158 -0.558 -4.649
N -0.222 2.604 0.218
F -4.346 -5.074 3.433
H 4.564 4.752 -0.331
C 3.283 3.518 0.875
H -1.501 1.525 -1.818
F -7.313 -5.056 -0.219
C -3.191 2.849 -1.962
H 4.148 -2.189 3.936
C -5.138 0.041 -1.058
C -5.979 1.140 -1.031
C 3.270 -1.593 3.729
F -6.588 -0.899 2.644
F -7.331 2.750 -2.104
H -1.428 4.924 0.781
C 2.865 -1.404 2.391
H 0.573 4.206 -1.783
C -0.798 1.362 3.918
H -0.911 1.682 6.054
H -1.635 2.028 3.752
C -4.457 -3.193 2.012
F -6.784 1.613 -4.511
C 3.579 4.318 -0.221
H 2.868 -1.152 5.774
C 1.756 -0.655 2.146
C -0.376 1.185 5.255
C -6.258 1.106 -3.402
H 4.038 3.330 1.629
*
```

The lowest unoccupied orbital energy (alpha / beta) is -0.55 / -0.12 eV. For the HOMO energy (alpha / beta), the calculation gives -7.9 / -8.1 eV. The calculation puts the total energy at -9079.745843 a.u. Its energy above the lowest of the compared OMol25 structures with the same formula, charge and spin is 0.0 kcal/mol. As for the expectation value of S²: 2.032. The calculation puts the frontier orbital gap (alpha / beta) at 0.270 / 0.292 Ha.